C21H16IN4O16P2 | ωB97M-V/def2-TZVPD

Bonds (Å) are listed after each position.
Atoms and positions in Å:
1 N 0.23682 -6.16161 -1.91774  N30 1.365, N39 1.369
2 H 2.45785 -2.47470 -4.63072  O41 0.979
3 C 1.14466 0.84350 -3.31929  C23 1.335, C31 1.468, H56 1.082
4 O 1.33127 4.19336 3.69198  C29 1.221
5 O 2.00745 -0.41198 -5.11915  C31 1.219
6 C -1.09404 -4.68054 -0.98793  C11 1.613, N34 1.469, N39 1.474
7 C -2.15077 -2.54607 0.66005  C11 1.328, H12 1.163
8 O 4.74293 1.39527 5.33949  H40 0.979, C48 1.367
9 C 1.48835 -1.57920 -1.80515  C14 1.335, C26 1.467, H36 1.082
10 O 0.36088 4.10818 0.08027  C13 1.222
11 C -1.66563 -3.35002 -0.27856  C6 1.613, C7 1.328
12 H -2.65709 -1.97040 1.53472  C7 1.163
13 C -0.13115 5.21816 -0.05469  O10 1.222, C38 1.467, C53 1.490
14 C 1.81698 -1.59114 -3.09880  C9 1.335, C31 1.491, O41 1.367
15 P -1.10336 -8.42350 -2.39523  I17 2.456, N30 1.793, O45 1.746
16 C 1.16504 1.91075 3.16872  O21 1.367, C29 1.490, C52 1.334
17 I -3.18155 -8.86713 -3.62652  P15 2.456
18 C -0.72449 7.39912 0.85322  C19 1.490, O28 1.366, C38 1.335
19 C -1.33894 7.77876 -0.45043  C18 1.490, O44 1.220, C49 1.468
20 O -0.66284 4.69139 -2.38057  H33 0.980, C53 1.368
21 O -0.00216 2.13659 2.49418  C16 1.367, H24 0.979
22 O 0.67925 -0.30939 0.01002  C26 1.222
23 C 0.81277 0.85380 -2.02616  C3 1.335, C26 1.490, O35 1.368
24 H -0.16814 3.09783 2.57677  O21 0.979
25 H 1.21848 -0.17332 2.79401  C52 1.082
26 C 0.97543 -0.35775 -1.17411  C9 1.467, O22 1.222, C23 1.490
27 H -1.96100 -9.90466 -0.90797  O45 0.998
28 O -0.75783 8.32394 1.85827  C18 1.366, H43 0.979
29 C 1.82836 3.08390 3.80440  O4 1.221, C16 1.490, C42 1.467
30 N -0.99906 -6.73120 -1.81116  N1 1.365, P15 1.793, N34 1.372
31 C 1.68036 -0.37159 -3.94514  C3 1.468, O5 1.219, C14 1.491
32 C 2.94142 0.45652 3.98270  O47 1.221, C48 1.491, C52 1.468
33 H -0.21040 3.90945 -2.00055  O20 0.980
34 N -1.91093 -5.87233 -1.25050  C6 1.469, N30 1.372, P59 1.775
35 O 0.31021 1.97892 -1.43246  C23 1.368, H51 0.979
36 H 1.58484 -2.45652 -1.17909  C9 1.082
37 H -1.71956 7.09870 -2.49297  C49 1.082
38 C -0.16281 6.20142 1.03407  C13 1.467, C18 1.335, H57 1.083
39 N 0.29834 -4.88536 -1.42578  N1 1.369, C6 1.474
40 H 4.91298 0.43560 5.25173  O8 0.979
41 O 2.29316 -2.72356 -3.69813  H2 0.979, C14 1.367
42 C 3.06793 2.85090 4.55435  C29 1.467, C48 1.335, H50 1.082
43 H -1.21537 9.10244 1.48037  O28 0.979
44 O -1.86019 8.87467 -0.57622  C19 1.220
45 O -1.12411 -9.36096 -0.92191  P15 1.746, H27 0.998
46 O -4.51607 -5.95939 -2.21403  P59 1.559
47 O 3.45540 -0.64742 4.06644  C32 1.221
48 C 3.59033 1.62547 4.64183  O8 1.367, C32 1.491, C42 1.335
49 C -1.28566 6.80386 -1.54650  C19 1.468, H37 1.082, C53 1.335
50 H 3.52988 3.70828 5.02605  C42 1.082
51 H 0.15119 1.73301 -0.49779  O35 0.979
52 C 1.68875 0.68624 3.25298  C16 1.334, H25 1.082, C32 1.468
53 C -0.72107 5.60788 -1.36656  C13 1.490, O20 1.368, C49 1.335
54 H -3.53861 -5.09285 0.97124  O58 1.001
55 H -4.46856 -7.68447 0.45327  O60 0.993
56 H 1.03376 1.71665 -3.94875  C3 1.082
57 H 0.28507 5.91193 1.97611  C38 1.083
58 O -4.22284 -5.11623 0.24053  H54 1.001, P59 1.736
59 P -3.62739 -6.22036 -0.96002  N34 1.775, O46 1.559, O58 1.736, O60 1.726
60 O -3.90851 -7.81283 -0.35718  H55 0.993, P59 1.726

Values from the calculation:
Orbital gap, eV: 4.97
E, hartree: -3212.6728
2S+1: 1
HOMO energy, eV: -11.04
Total charge: +1